Record 1
The following is a DFT calculation (ωB97M-V with the def2-TZVPD basis set) of a molecular structure, C35H32BF3O13Si2 in a non-equilibrium geometry.

XYZ file:
```
86
Properties=species:S:1:pos:R:3:forces:R:3
C 1.810449 1.691275 8.385494 0.0 0.0 0.0
H 0.111480 4.070030 -2.051374 -0.2 0.2 0.0
F -3.195240 3.676034 -0.512206 0.3 0.8 -0.6
H -7.667077 -6.610826 -2.420925 0.0 0.0 0.0
C -5.388616 -4.053308 -2.888636 0.0 0.0 0.0
C -2.931548 -0.686687 -4.330219 0.0 0.0 0.0
C 1.896247 -0.277581 6.922766 0.0 0.0 0.0
O 2.606950 -1.156055 -0.408748 0.1 0.1 0.0
O 0.558539 -2.105238 7.556316 0.0 0.0 0.2
C -0.767506 -1.389646 -3.410925 0.0 0.0 0.0
H -1.242844 -2.578091 4.692753 0.0 0.0 0.0
H -4.516409 -6.244668 -5.417373 0.0 0.0 0.0
C -1.500975 -1.067167 -4.471979 0.0 0.0 0.0
C 0.433221 -0.247208 8.998941 0.0 0.0 0.0
C 2.501520 -3.338368 3.707597 0.0 0.0 0.0
C -1.940498 4.410823 1.258323 -0.2 0.0 0.0
H 3.531595 -3.591392 3.489592 0.0 0.0 0.0
H -0.271222 -0.779734 9.625128 0.0 0.0 0.0
C 0.842438 0.988993 9.268319 0.0 0.0 0.0
C 2.952534 2.377486 -4.814071 0.0 0.0 0.0
O 2.493589 -4.891204 5.477335 0.0 0.0 0.0
H -4.557111 -0.413885 -2.892181 0.0 0.0 0.0
C -1.355135 -1.384365 -2.045710 0.1 0.0 -0.1
H 2.256023 -1.877811 2.182752 0.0 0.0 0.0
H 4.875842 2.963507 0.371966 0.0 0.0 0.0
C 0.247395 3.803358 -1.001989 0.2 -0.3 0.1
C -5.020947 -5.804447 -4.566856 0.0 0.0 0.0
H -7.010738 -4.398821 -1.461320 0.0 0.0 0.0
C 1.874930 -4.066231 4.840425 0.0 0.0 0.0
C 1.790216 1.131792 -1.196206 0.3 0.1 0.4
C -0.215650 -2.836521 4.468832 0.0 -0.1 -0.1
H -1.101779 -1.058643 -5.478476 0.0 0.0 0.0
H 1.649032 4.277917 -7.391572 0.0 0.0 0.0
C -2.778528 -1.009828 -1.906485 0.0 0.1 0.0
H 4.862844 2.781027 -3.826752 0.0 0.0 0.0
C 0.463046 -3.741422 5.167500 -0.1 -0.1 -0.1
H 3.008301 1.491068 6.562734 0.0 0.0 0.0
H 2.447908 0.875466 -2.028118 -0.1 0.1 0.0
O -6.456613 -7.666648 -4.453886 0.0 0.0 0.0
C 3.563532 4.683534 -6.407967 0.0 0.0 0.0
C 1.825357 -2.428722 3.010010 0.0 0.0 0.0
H -3.179335 -1.021509 -0.901155 0.0 0.0 0.0
H -0.507995 2.191112 0.242374 -0.1 -0.1 -0.1
H 2.242210 -0.830934 6.057943 0.0 0.0 0.0
C -3.515105 -0.690192 -2.966349 0.2 0.2 0.0
O -5.068980 -2.977725 -2.425715 -0.2 -0.2 0.0
H 5.397104 4.788485 -5.216839 0.0 0.0 0.0
F -2.584397 5.551329 1.441185 -0.7 -0.4 0.3
O 2.694660 1.403293 -4.138119 0.0 0.0 -0.2
H 0.032856 -4.277215 6.001999 0.0 0.0 0.0
H 4.073548 3.059983 2.635098 0.0 0.0 0.0
H 2.898469 3.575281 -1.711098 0.1 0.1 0.2
F -1.227792 4.100987 2.327543 0.8 0.4 -0.4
H -3.861924 -4.033633 -4.458642 0.0 0.0 0.0
O 3.819564 5.657008 -7.080867 0.0 0.0 0.0
Si 3.876736 3.586205 1.271866 -0.1 -0.1 0.4
C -6.855531 -6.017298 -2.822022 0.0 0.0 0.0
H 0.278156 -1.663366 -3.481898 0.0 0.0 0.0
H 1.035170 0.419404 1.590918 0.0 0.2 0.2
C -0.905596 2.903706 -0.488372 0.1 -0.1 0.5
O 1.950875 0.344628 1.301202 0.0 -0.3 -0.1
C -6.506395 -4.840146 -2.311444 0.0 0.0 0.0
H 0.305889 4.713028 -0.401662 -0.1 0.1 -0.1
Si 1.907891 2.953688 -0.786265 -0.4 -0.3 -0.4
C 0.410720 -2.112142 3.341059 0.1 0.0 -0.1
H 0.774783 0.932575 -1.559278 0.0 -0.1 0.1
B 2.119508 0.095996 -0.045201 -0.5 -0.3 -0.2
C 2.307445 3.915008 -6.612677 0.0 0.0 0.0
C -6.140238 -6.594200 -3.990050 0.0 0.0 0.0
C -2.013876 3.669452 0.158279 -0.2 -0.3 0.1
O 2.180802 2.817573 8.631203 0.0 0.0 0.0
C 2.024543 2.846871 -5.872952 0.0 0.0 0.0
O 2.343402 3.220927 0.788492 0.4 0.2 -0.4
H 4.053020 5.053717 1.278779 0.1 0.0 0.0
C 4.490074 4.212158 -5.346770 0.0 0.0 0.0
H -1.329136 2.346502 -1.322538 -0.1 -0.2 0.1
O -3.593351 -0.386171 -5.300885 0.0 0.0 0.0
H 1.890972 -1.790477 -0.520849 0.0 -0.1 0.0
C 0.929118 -0.977713 7.806109 0.0 0.0 -0.1
C -4.672998 -4.627452 -4.055557 0.0 0.0 0.0
C 2.305017 0.959080 7.190711 0.0 0.0 0.0
H 0.497872 1.543424 10.131860 0.0 0.0 0.0
H 1.116619 2.270960 -6.001458 0.0 0.0 0.0
C 4.206436 3.143794 -4.607460 0.0 0.0 0.0
O -0.207483 -1.279254 2.706356 -0.1 0.1 0.0
O -0.677878 -1.674543 -1.079662 0.1 0.0 0.1
```
Positions in Å, forces in eV/Å.

total charge: 0
HOMO: -9.05 eV
energy: -3234.40943 a.u.
orbital gap: 7.3 eV

=====

Record 2
The following is a DFT calculation (ωB97M-V with the def2-TZVPD basis set) of a molecular structure, C35H32BiBrN6O8S.

XYZ file:
```
84
Properties=species:S:1:pos:R:3:forces:R:3
H -2.905008 -2.153356 5.572801 0.0 0.0 0.0
C -5.025653 -2.876413 1.552986 0.1 0.0 0.2
C 3.327786 6.600502 0.789414 0.0 0.0 0.0
H -2.427901 2.493582 0.610019 0.0 0.0 0.0
Br -1.257722 7.174759 -0.634249 0.0 0.0 0.0
H -5.703201 -2.402250 3.402603 0.0 0.0 0.0
O 0.752343 3.359187 -5.363549 0.1 0.0 -0.1
C -2.246181 -1.998014 4.729261 0.0 -0.1 0.0
O 0.791081 -0.525218 -2.431608 -0.2 -0.1 -0.2
H 1.836849 7.264776 2.196940 0.0 0.0 0.0
C -0.910319 -2.894964 2.926556 0.0 0.0 -0.1
O 1.327084 1.401279 -6.806222 0.0 0.0 0.0
H -4.091880 -1.864570 3.094587 0.0 0.0 0.0
O 1.805101 1.865226 0.281368 0.0 0.1 0.2
N -2.209942 -1.203976 -0.298177 0.1 0.0 0.0
C -0.740819 -0.213139 -5.392935 -0.1 0.1 0.0
C -0.494616 -1.604129 2.528845 -0.1 -0.1 -0.1
N -4.968149 -2.214010 2.741616 -0.1 0.0 -0.2
C -0.531301 1.111307 -5.031612 -0.1 -0.1 -0.1
C 3.271961 4.268773 0.194132 -0.1 0.0 0.0
N 1.986484 1.497411 -4.353245 0.2 -0.1 -0.1
H 0.854621 4.997292 2.447725 0.0 0.0 0.0
C -3.438655 -3.688613 -0.188823 0.0 -0.1 0.0
O 0.285325 -1.506630 1.479177 0.2 0.2 0.1
H -3.282741 1.639616 -3.155823 0.0 0.0 0.0
C -1.818972 -0.737431 4.392175 0.1 0.1 -0.1
C 2.534189 0.132497 -4.430234 0.0 0.1 0.0
C 1.691732 5.169818 1.784113 0.0 0.0 0.1
H 2.690096 2.225655 -4.273936 0.0 0.0 0.1
C -3.935430 -0.976327 -3.487465 0.0 0.0 0.0
O 3.805807 3.290159 -0.566200 0.0 -0.1 0.0
Bi 0.319112 0.181386 0.046803 -0.1 -0.2 -0.2
H -2.074501 -4.091877 4.242849 0.0 0.0 0.0
H 1.708753 -0.538073 -4.660451 0.0 0.0 -0.1
H -0.051124 -0.703897 -6.066369 0.0 0.0 0.0
N 0.715037 2.554447 2.195440 -0.1 -0.1 -0.1
C -0.452096 0.841826 3.139822 0.0 0.1 0.0
C -1.852441 -0.876469 -4.901153 0.0 0.0 0.0
O -5.947096 -3.598149 1.232018 -0.1 0.0 0.0
C 3.839636 5.536528 0.075441 0.0 0.1 0.0
C -0.149060 4.705491 -1.489931 0.0 0.0 -0.1
C -2.560665 1.112999 -3.769875 0.0 0.0 0.0
H -4.221982 -1.816811 -4.118528 0.0 0.0 0.0
C -1.112962 5.299304 -0.696081 0.0 0.0 0.0
S 0.930473 1.944407 -5.537913 -0.2 0.0 0.0
H 0.519453 5.289927 -2.107725 0.0 0.0 0.0
H -1.294823 2.837311 -4.029785 0.0 0.0 0.0
H -4.799837 -0.323307 -3.367740 0.0 0.0 0.0
H -3.938557 -4.647285 -0.136636 0.0 0.0 0.0
H 4.678216 5.660429 -0.597256 0.0 0.0 0.0
H 3.783052 0.469764 -2.681613 0.0 0.0 0.0
H 3.283974 0.033472 -5.216785 0.0 0.1 0.0
C 2.192694 4.075629 1.073041 0.0 -0.1 0.0
H -0.970689 -1.990733 -1.747369 0.0 0.0 0.1
H -0.550608 1.528679 3.980773 0.0 0.0 0.0
C -1.793433 -2.211766 -1.070140 0.0 0.0 0.0
H 0.693300 2.815922 -2.061935 -0.1 0.0 0.0
C -2.378006 -3.467944 -1.048679 0.0 0.0 0.0
H -2.730736 4.964979 0.685597 0.0 0.0 0.0
O 2.319789 -0.520015 -0.841189 0.0 -0.1 0.3
C -0.958856 -0.506033 3.300541 0.0 -0.1 0.1
C -2.762476 -0.232269 -4.066901 -0.1 0.0 0.0
H -0.533890 -3.730791 2.349706 0.0 0.0 0.0
C -1.793768 3.147593 0.020172 0.1 -0.1 -0.1
H 3.246673 2.493697 -0.459145 0.0 0.0 0.1
C -1.769028 -3.085611 3.981899 0.0 0.0 0.1
C 3.085456 -0.268275 -3.082119 0.0 -0.1 0.0
C -0.059007 3.325212 -1.465207 -0.1 -0.1 0.0
C -1.965656 4.518447 0.067518 0.0 0.1 0.0
C -3.222166 -1.431672 0.536340 0.1 0.1 0.1
H -2.007711 -4.252017 -1.694562 0.0 0.0 0.0
H 3.635196 -1.208396 -3.172850 0.0 0.0 0.1
H 3.773052 7.580820 0.673200 0.0 0.0 0.0
C -1.450381 1.788926 -4.245785 0.0 0.0 0.0
H -2.134471 0.118230 4.980733 0.0 0.0 0.0
C 2.243372 6.426369 1.647312 0.0 0.0 0.0
N 0.162733 1.282787 2.105429 0.0 0.1 0.4
C 1.978408 -0.462686 -2.070932 0.2 -0.1 -0.1
C 1.538135 2.754880 1.205754 0.0 0.1 -0.1
N -0.855711 2.553047 -0.719677 -0.1 0.2 0.0
H -2.017661 -1.913431 -5.168903 0.0 0.0 0.0
C -3.861446 -2.656086 0.636065 -0.1 0.0 -0.1
H -3.682012 -1.372009 -2.500096 -0.1 0.0 -0.1
H -3.538130 -0.594369 1.150373 0.0 0.0 0.0
```
Positions in Å, forces in eV/Å.

total charge: 0
HOMO: -8.12 eV
energy above the lowest of the compared OMol25 structures with the same formula, charge and spin: 0.0000 eV
energy: -5470.31381 a.u.
orbital gap: 7.6 eV

=====

Record 3
The following is a DFT calculation (ωB97M-V with the def2-TZVPD basis set) of 2 unconnected molecules or ions with the total composition C35H32ClN2O in a non-equilibrium geometry.

XYZ file:
```
71
Properties=species:S:1:pos:R:3:forces:R:3
H -4.982454 -1.745277 6.373426 0.0 -0.3 0.0
H -2.676747 -2.750765 6.312938 -0.5 0.0 -0.1
C -1.312221 -7.813174 3.114518 0.2 -0.9 -0.1
C -0.506983 -1.803738 7.005861 -0.8 -1.1 0.7
C 2.223063 -2.713517 7.620186 -0.6 -0.2 -0.3
C -3.560780 -3.330307 6.049136 0.5 -0.4 -0.1
C -4.839186 -2.789088 6.101205 -0.6 -0.5 0.0
H -0.851060 -0.357455 10.095499 -0.3 -0.2 -0.2
H 0.869212 4.545460 9.995792 -0.2 0.1 -0.2
Cl -7.026345 -6.016189 5.071381 -0.3 0.2 0.1
H -1.251256 -8.987185 6.872428 -0.2 -0.5 -0.4
C 3.182124 -5.164201 6.732821 -0.4 -0.2 -0.4
H 0.231797 -2.688994 5.277590 0.0 0.3 -0.6
H 5.349482 -5.931124 8.084458 0.1 -0.5 0.1
C -1.268686 -7.374541 5.497524 -0.6 0.4 0.2
H -2.207829 5.699613 7.164542 0.3 -0.1 0.4
C 3.450829 -3.214496 8.027150 -0.1 0.3 -0.2
C -2.311191 3.711881 7.936153 0.4 -0.3 0.2
N -1.661238 -5.598213 4.205649 -0.1 0.1 0.4
H -1.526642 -9.893937 2.625918 0.0 0.0 -0.1
C 3.975844 -4.423573 7.592657 -1.4 0.5 -0.7
O -2.297979 1.479835 8.849003 0.1 0.0 0.1
H 0.013143 -2.407108 9.044098 0.0 0.1 -0.4
H -1.280081 -7.418537 2.113133 -0.1 -0.3 -0.3
C -0.553219 3.042934 9.474491 -0.5 0.1 -0.2
H 1.882248 -1.741612 8.006603 0.4 -0.6 -0.4
H 5.584015 -4.395189 8.898314 0.3 0.1 0.5
H -3.119671 -4.793268 3.014162 0.1 0.2 -0.2
H -3.214309 3.414662 7.390839 0.4 0.4 0.2
C -1.443464 -9.624384 4.743814 0.5 0.5 1.3
C -2.026572 -4.821148 3.057246 -0.6 0.6 -0.7
H -1.649017 -7.289582 8.130428 -0.1 0.6 -0.3
H -0.128848 6.305130 8.467064 -0.2 -0.4 0.2
H 6.060070 -4.585784 7.237145 0.1 0.1 -0.2
C -0.024487 4.339681 9.406724 0.3 -0.5 0.1
C -2.075553 -5.261306 5.445719 1.6 -3.8 0.1
C -1.298777 -8.726245 5.817022 0.2 -0.2 -0.3
H -4.278459 -6.556364 5.116016 -0.3 0.4 0.0
C 1.918670 -4.718833 6.365377 -0.6 0.3 -0.2
C -1.974591 -6.328825 7.696944 -0.5 0.3 0.4
H 3.561858 -6.083801 6.294044 -0.1 0.0 0.2
C -4.454171 -5.508860 5.387918 0.8 0.5 0.1
H -1.648245 -3.793234 3.152084 0.0 -0.4 -0.1
C -1.004066 -0.546691 9.033095 -0.1 0.1 -0.1
C -1.688684 0.385386 8.262369 0.3 0.5 -0.3
C 1.403579 -3.478774 6.763291 0.5 -0.5 1.0
C -0.475030 -1.669401 8.407507 0.2 0.2 -0.2
C -1.243727 -0.896240 6.263892 0.0 0.3 0.4
C -5.937315 -3.609591 5.814158 0.3 -0.6 -0.3
C -1.693041 2.736854 8.728364 0.1 0.5 0.0
C -5.721076 -4.957975 5.456826 0.1 0.3 0.2
C -0.582502 5.314823 8.579838 -0.4 -0.3 -0.2
C -1.437356 -9.174702 3.423712 0.3 0.8 -0.3
N -1.674970 -6.278336 6.275324 0.0 0.3 -0.6
H 1.272696 -5.325405 5.725442 0.3 -0.1 0.0
C -1.736935 4.990539 7.855847 -0.3 -0.3 -0.3
C -3.362757 -4.660583 5.668597 -1.5 2.1 0.4
H -1.472875 -1.113603 5.219101 0.4 0.4 0.1
C 5.310755 -4.861190 7.970073 0.9 -0.2 0.3
H -3.070260 -6.214357 7.796473 0.5 -0.2 0.3
H -0.652657 -3.786565 6.122820 -1.1 -1.5 0.5
H -0.143952 2.252886 10.112356 0.1 0.5 -0.2
H 4.046643 -2.596636 8.664253 0.3 0.3 0.4
H -6.972907 -3.273289 5.834172 0.3 0.2 0.1
C -1.795652 0.211984 6.888414 0.1 -0.4 0.1
H -1.673074 -5.275097 2.129168 0.2 0.1 0.3
H -1.524160 -10.682616 4.969404 0.0 0.1 -0.1
H -1.477628 -5.486981 8.210995 -0.2 -0.5 -0.2
C 0.036240 -3.022107 6.286737 2.3 2.2 0.1
C -1.282777 -6.942496 4.179433 -0.2 0.6 0.4
H -2.303896 0.930015 6.292696 -0.5 0.6 -0.2
```
Positions in Å, forces in eV/Å.

total charge: +1
HOMO: -10.78 eV
energy: -1997.60911 a.u.
orbital gap: 7.1 eV